1.
The following is a DFT calculation (ωB97M-V/def2-TZVPD) of the molecule C9H11NS in a non-equilibrium geometry.

Properties
* lowest unoccupied orbital energy: 0.0270 hartree
* SMILES: CS[C@@]1(C#N)[C@@H]2C=CCC[C@@H]21
* ΔE to the lowest compared entry with this formula, charge and spin: 2.101 eV

Each line ends with the natural charge from an NBO analysis.
Positions of all 22 atoms, in Å:
1 H -3.40305 0.39195 -1.29259  0.20
2 H 4.43190 -0.17628 0.37505  0.22
3 H -2.61507 -1.35677 0.61986  0.21
4 H -3.30567 0.24369 1.14568  0.22
5 S 2.62405 -0.41453 -0.75862  0.22
6 H -1.23977 1.18707 1.09935  0.23
7 C 0.97029 0.21235 -0.47691  -0.33
8 H -1.26180 0.47053 -2.61620  0.22
9 C -0.18917 -0.66501 -1.13145  -0.22
10 C -1.41587 0.02449 -1.65296  -0.21
11 C -2.52260 0.06798 -0.93630  -0.15
12 H -1.09332 -0.33740 2.19929  0.22
13 H 3.10588 -0.98799 1.35768  0.23
14 C 0.94756 1.59631 -0.58484  0.27
15 H 3.23860 0.89123 1.10970  0.23
16 C -1.13428 0.04909 1.12177  -0.42
17 C -0.01784 -0.58039 0.35767  -0.20
18 C -2.50909 -0.31088 0.51119  -0.43
19 H 0.48571 -1.55393 0.92862  0.24
20 C 3.52670 -0.07049 0.81802  -0.69
21 H 0.34953 -1.41276 -1.72956  0.25
22 N 1.02729 2.73173 -0.46445  -0.32

2.
The following is a DFT calculation (ωB97M-V/def2-TZVPD) of a structure of composition C10H26N2O3Tl in a non-equilibrium geometry.

Properties
* net charge: +3
* lowest unoccupied orbital energy: -0.5892 hartree
* ΔE to the lowest compared entry with this formula, charge and spin: 0.000 eV

Each line ends with the Löwdin charge.
Positions of all 42 atoms, in Å:
1 C 28.87543 20.84884 18.46043  -0.17
2 C 26.51481 23.72876 17.99289  0.02
3 H 29.81504 21.63401 16.03251  0.15
4 H 25.59698 23.84732 17.40843  0.12
5 C 28.02174 19.97481 13.22663  -0.01
6 O 26.90830 17.91640 16.95631  -0.26
7 H 30.37355 20.40872 14.22593  0.16
8 H 29.04641 19.14149 17.53788  0.15
9 H 25.25102 17.28539 20.56631  0.11
10 H 28.23040 20.29014 19.14828  0.09
11 H 28.90383 20.10127 12.60335  0.12
12 H 30.91298 20.37969 16.64538  0.17
13 H 27.62113 18.96207 13.09475  0.10
14 H 26.91533 16.88328 21.07661  0.12
15 H 29.83361 20.85201 18.99295  0.17
16 C 28.32292 22.27290 18.40157  -0.17
17 H 27.74694 18.56523 19.26876  0.12
18 H 25.44246 16.98296 18.09851  0.16
19 N 28.87679 20.09035 17.20842  -0.02
20 H 27.12111 16.37050 18.31518  0.17
21 H 25.72283 16.78569 15.71183  0.12
22 H 27.18090 20.58350 12.89547  0.11
23 H 30.00763 18.85346 14.91524  0.16
24 Tl 26.49456 20.77330 16.58931  1.56
25 C 26.27580 17.65259 20.64402  0.03
26 H 28.95378 22.88911 17.74491  0.15
27 H 27.22688 17.50710 14.94369  0.09
28 H 27.28105 24.37826 17.57951  0.13
29 C 26.77791 17.05909 15.82423  -0.03
30 C 29.89804 20.57622 16.28136  -0.12
31 C 26.69740 18.24913 19.27043  -0.40
32 H 26.04942 23.86810 18.97536  0.14
33 H 24.96340 19.18544 19.08005  0.13
34 H 27.26077 16.09556 16.02029  0.12
35 C 26.50192 17.25655 18.16034  -0.14
36 C 29.71246 19.90857 14.93992  -0.18
37 H 28.53656 22.72277 19.37665  0.18
38 O 26.99244 22.36623 17.93665  -0.36
39 O 28.38069 20.17066 14.60602  -0.28
40 H 26.27353 18.50394 21.32721  0.10
41 N 25.94132 19.49249 19.03874  0.09
42 H 26.04521 20.04119 19.89391  0.12

3.
The following is a DFT calculation (ωB97M-V/def2-TZVPD) of a structure of composition C8H9O3 in a non-equilibrium geometry.

Properties
* net charge: -1
* lowest unoccupied orbital energy: 0.1339 hartree
* ΔE to the lowest compared entry with this formula, charge and spin: 5.844 eV

Each line ends with the natural charge from an NBO analysis.
Positions of all 20 atoms, in Å:
1 O -3.15822 0.15546 -1.66740  -0.74
2 H -0.70806 -0.87848 -1.65310  0.21
3 H 0.60366 3.10066 0.50526  0.16
4 C -0.42863 -2.26295 0.69352  -0.42
5 C -0.97606 -0.32382 -0.66459  -0.33
6 H 0.52907 1.46600 -1.48495  0.20
7 O -2.17998 1.73964 -0.49073  -0.80
8 H 0.08161 2.05720 1.91390  0.18
9 H -1.39300 -0.49176 1.42410  0.20
10 H -0.54085 -2.86310 1.62376  0.19
11 H 0.02161 -2.66214 -0.21986  0.20
12 C -0.91591 -1.00941 0.58662  -0.20
13 C 0.71948 0.65423 -0.79127  0.07
14 O 0.97389 1.05146 0.44784  -0.53
15 C 1.55787 -0.38564 -1.31672  -0.01
16 C -2.24969 0.55741 -0.93437  0.75
17 H 2.52804 -2.17614 -2.32348  0.23
18 C 0.25164 2.20569 0.87396  -0.33
19 C 2.11528 -1.32498 -1.79249  -0.28
20 H -0.71716 2.15652 0.38988  0.28

4.
The following is a DFT calculation (ωB97M-V/def2-TZVPD) of the molecule C6H9N.

Properties
* lowest unoccupied orbital energy: 0.0405 hartree
* SMILES: C[C@]12C[C@H]1[C@H]1N[C@H]12
* ΔE to the lowest compared entry with this formula, charge and spin: 3.601 eV

Each line ends with the natural charge from an NBO analysis.
Positions of all 16 atoms, in Å:
1 H -1.92478 -0.55438 0.45328  0.22
2 C -1.03793 -0.46136 -0.16207  -0.26
3 H 1.27387 1.64694 1.56285  0.21
4 C 0.24431 1.30010 1.40248  -0.61
5 C -0.02917 -1.61995 -0.32520  -0.08
6 H -0.22347 -2.62909 0.01851  0.21
7 C -0.81706 0.71054 -1.05203  -0.41
8 H -0.41407 2.17171 1.43740  0.22
9 C 1.09196 -0.70673 -0.01104  -0.07
10 H 0.83591 -0.79624 -2.06174  0.35
11 H -0.00140 0.64451 2.24738  0.21
12 H 1.92310 -0.86220 0.67246  0.20
13 H -0.52193 0.60245 -2.09688  0.20
14 N 1.04654 -1.39717 -1.27091  -0.57
15 C 0.10198 0.49413 0.13719  -0.06
16 H -1.58245 1.47686 -0.92853  0.23

5.
The following is a DFT calculation (ωB97M-V/def2-TZVPD) of the molecule C9H11NO2 in a non-equilibrium geometry.

Properties
* lowest unoccupied orbital energy: -0.0308 hartree
* SMILES: C=C/C(=C/C=C\C=C\C)[N+](=O)[O-]
* ΔE to the lowest compared entry with this formula, charge and spin: 7.854 eV

Each line ends with the natural charge from an NBO analysis.
Positions of all 23 atoms, in Å:
1 C -1.39030 0.81118 1.60840  -0.28
2 C 0.86670 -0.04764 0.97539  -0.01
3 H -2.93720 -0.08179 -1.19943  0.20
4 H 2.92744 -1.64044 0.26102  0.22
5 O -0.24402 -1.94589 1.52418  -0.36
6 O 0.54543 -1.74475 -0.46805  -0.36
7 H -0.64661 0.98522 -3.29102  0.22
8 C -0.70612 0.01451 -2.81590  -0.64
9 C 2.31811 0.28892 0.95293  -0.23
10 C -2.01869 0.28830 -0.71862  -0.32
11 C -2.27894 0.51615 0.68139  -0.12
12 H -3.34824 0.34695 0.94455  0.22
13 H 0.15932 -0.43693 -3.03327  0.22
14 C 3.22355 -0.62491 0.53862  -0.37
15 H 2.56091 1.28076 1.34815  0.23
16 C 0.02911 0.80292 1.69862  -0.10
17 H 0.16514 0.35841 -0.72421  0.21
18 C -0.84595 0.15036 -1.32432  -0.05
19 H 4.32752 -0.33903 0.76954  0.21
20 H 0.43878 1.59489 2.31703  0.22
21 N 0.33412 -1.29845 0.64661  0.49
22 H -1.56581 -0.37728 -3.23053  0.22
23 H -1.91425 1.09853 2.53892  0.21

6.
The following is a DFT calculation (ωB97M-V/def2-TZVPD) of the molecule C22H26N4O2S2 in a non-equilibrium geometry.

Properties
* lowest unoccupied orbital energy: 0.0175 hartree
* SMILES: CCCCn1c(SCC(=O)N2CCN(c3ccccc3)CC2)nc2ccsc2c1=O
* ΔE to the lowest compared entry with this formula, charge and spin: 0.376 eV

Each line ends with the natural charge from an NBO analysis.
Positions of all 56 atoms, in Å:
1 C 3.18015 2.43748 1.60715  -0.23
2 H -2.95684 1.61640 0.33700  0.25
3 C -2.73696 -3.19397 -1.47697  -0.32
4 H -3.67926 0.16581 -3.20578  0.20
5 S 0.85286 -1.98139 3.22343  0.48
6 H -2.97574 -5.68491 0.80235  0.21
7 C -3.11388 -0.62316 -2.69929  -0.21
8 N 2.26775 1.32552 1.42102  -0.43
9 C -2.51770 -4.41306 -0.86174  -0.17
10 N -3.89155 -1.03577 -1.55473  -0.45
11 C 1.25163 -0.66223 2.18310  -0.39
12 C 6.82509 3.11129 0.47473  -0.60
13 C -0.28096 -1.86184 0.90085  -0.24
14 H 2.72193 3.33916 1.19201  0.22
15 H -2.99644 -1.44674 -3.40287  0.21
16 C -0.22194 -2.60675 2.03265  -0.37
17 H -1.27070 0.34748 -3.19400  0.21
18 O 2.85097 0.51818 3.47806  -0.61
19 C 4.53407 2.17372 0.94923  -0.41
20 H 5.61222 3.55348 2.19415  0.20
21 H 6.70592 2.93567 -0.59209  0.20
22 C 0.56478 -0.72538 0.97599  0.16
23 H -1.10442 -0.88064 -1.91224  0.20
24 C -3.15723 -4.73689 0.32006  -0.27
25 C -4.04361 -3.82390 0.86541  -0.18
26 H -0.89271 -2.11463 0.05480  0.23
27 H -2.36312 -0.05501 0.46498  0.20
28 C -1.73545 -0.07081 -2.30047  -0.23
29 C -2.81030 0.68549 -0.21256  -0.25
30 C -4.27305 -2.60852 0.25366  -0.29
31 C -3.61473 -2.25098 -0.92938  0.26
32 H 0.16692 2.76507 -2.69807  0.25
33 H -4.98860 -1.93946 0.70395  0.21
34 H 4.97812 1.28399 1.40083  0.21
35 H -2.20659 -2.99404 -2.39469  0.21
36 H 0.52279 1.02679 -2.43201  0.24
37 H 3.31092 2.55513 2.68586  0.25
38 N -1.87542 0.96462 -1.29532  -0.45
39 H -0.76397 -3.50907 2.23778  0.24
40 H -4.79006 -0.08605 0.09753  0.21
41 C -4.13436 0.13936 -0.73987  -0.22
42 H 4.38801 1.98235 -0.11646  0.20
43 H 5.01355 4.25037 0.68664  0.20
44 H -1.82731 -5.11108 -1.31299  0.21
45 S 1.69494 2.44622 -0.93091  0.30
46 H -4.56839 -4.05974 1.77973  0.21
47 C 0.27714 1.97201 -1.95851  -0.62
48 H 7.47991 3.96839 0.61079  0.21
49 C 5.47234 3.36334 1.12832  -0.39
50 C 2.18234 0.38541 2.47555  0.65
51 H 7.30457 2.23981 0.91457  0.20
52 H -4.63029 0.88601 -1.36667  0.20
53 O -1.06015 2.70844 -0.13221  -0.63
54 C 1.53920 1.19512 0.28646  0.34
55 C -0.94028 1.90919 -1.03922  0.71
56 N 0.72392 0.22473 0.02043  -0.55

7.
The following is a DFT calculation (ωB97M-V/def2-TZVPD) of a structure of composition C8H8N2O2P2 in a non-equilibrium geometry.

Properties
* lowest unoccupied orbital energy (spin up / spin down): -0.0024 / -0.0024 hartree
* ΔE to the lowest compared entry with this formula, charge and spin: 2.261 eV

Each line ends with the natural charge from an NBO analysis.
Positions of all 22 atoms, in Å:
1 O 1.35973 1.07953 1.96908  -0.39
2 P -0.32446 3.90731 2.17425  -0.34
3 C 1.73353 2.15134 1.43133  0.41
4 C 0.89676 0.26781 0.95819  0.23
5 C 0.19015 -0.95334 1.11522  -0.25
6 H -3.37276 -3.43789 -1.87896  0.00
7 C 0.58205 0.43677 -1.47823  -0.27
8 H -1.92191 -4.74964 -1.09264  -0.01
9 C -1.26406 -2.45638 -1.64778  0.28
10 N -0.70204 -1.51697 -2.31579  -0.46
11 H 0.12300 -1.47888 2.01254  0.25
12 H -0.76135 2.80912 3.03474  -0.03
13 C -0.23728 -1.44870 -0.11205  0.21
14 P -2.11154 -3.98139 -2.23902  0.30
15 O -1.02758 -2.55100 -0.35545  -0.42
16 H 2.44079 2.65446 1.89628  0.19
17 N 1.68992 2.09055 0.05914  -0.59
18 H -1.10936 3.46153 1.13513  -0.05
19 H 2.19870 2.75096 -0.56986  0.43
20 C 1.06877 0.95500 -0.28585  0.17
21 C -0.12803 -0.78032 -1.34702  0.08
22 H 0.67699 0.79011 -2.46325  0.24

8.
The following is a DFT calculation (ωB97M-V/def2-TZVPD) of a cluster of 2 separate species, CH6S in total.

Properties
* lowest unoccupied orbital energy: 0.0338 hartree
* SMILES: C.S
* ΔE to the lowest compared entry with this formula, charge and spin: 0.017 eV

Each line ends with the natural charge from an NBO analysis.
Positions of all 8 atoms, in Å:
1 S -0.29038 0.15041 -1.47245  -0.28
2 C 0.36424 -0.32944 2.78298  -0.85
3 H -0.00525 -0.99095 3.57059  0.21
4 H 0.42408 1.20117 -1.88697  0.14
5 H -0.42597 0.38031 2.52672  0.21
6 H 0.71241 -0.68791 -1.71019  0.14
7 H 0.59819 -0.90935 1.89558  0.21
8 H 1.22759 0.21787 3.15026  0.21